ORCA calculation (ωB97M-V/def2-TZVPD) on the ion C9H12N3O with charge +1 at a distorted geometry.

Structure (ORCA input):
```
! RIJCOSX wB97M-V def2-TZVPD def2/J DEFGRID3
* xyz 1 3
O -2.88 -0.03 1.40
N -0.65 0.13 0.80
N -1.83 2.05 1.60
N -0.82 -1.24 0.67
C 2.24 0.83 -2.32
C -1.95 0.72 1.27
C 0.28 0.70 -0.45
C 0.67 -0.51 -1.09
C 1.76 1.97 -1.72
C 0.82 1.92 -0.70
C -0.06 -1.71 -0.62
C 1.75 -0.46 -2.00
C -0.34 -1.98 1.86
H 0.78 2.75 0.00
H -1.27 -1.99 2.48
H 2.98 0.79 -3.19
H -1.03 2.42 1.87
H -0.73 -1.99 -1.50
H 2.12 3.00 -2.12
H 0.41 -1.50 2.38
H -1.88 -1.41 0.59
H -2.64 2.51 2.05
H 1.90 -1.46 -2.51
H -0.11 -2.97 1.53
H 0.48 -2.52 -0.29
*
```

As for the expectation value of S²: 2.031. The energy above the lowest of the compared OMol25 structures with the same formula, charge and spin comes out at 48.3 kcal/mol. The HOMO energy (spin up / spin down) comes out at -8.91 / -13.03 eV. The LUMO energy (spin up / spin down) comes out at -2.6616 / -6.5767 eV. The energy comes out at -589.19282 Eh.

Results of the natural (NBO) charge analysis, in e, for atoms 1 through 6: atom 1 (O): -0.60, atom 2 (N): -0.35, atom 3 (N): -0.79, atom 4 (N): -0.21, atom 5 (C): -0.19, atom 6 (C): 0.80